Entry 1:
{
  "formula": "C2H20NO6",
  "method": "ωB97M-V/def2-TZVPD",
  "charge": 1,
  "de_lowest_kcal_mol": 17.7,
  "energy_ha": -594.1376,
  "homo_lumo_gap_ev": 11.39,
  "elements": ["C", "N", "C", "H", "H", "H", "H", "H", "H", "H", "H", "H", "H", "O", "H", "H", "O", "H", "H", "O", "H", "H", "O", "H", "H", "O", "H", "H", "O"],
  "xyz": [[0.2410, -1.4937, -0.7173], [-0.9568, -1.3341, 0.1325], [-1.7938, -2.5618, 0.1818], [1.1456, -1.1817, -0.1794], [0.5391, -2.5649, -0.8491], [0.1968, -0.9608, -1.6963], [-1.4548, -0.4242, -0.1383], [-0.7241, -1.2784, 1.1343], [-1.5270, -3.2729, 0.9778], [-1.7569, -3.1884, -0.7122], [-2.8152, -2.2940, 0.4124], [3.1294, -2.0234, -1.9740], [3.1195, -0.6392, -2.6298], [2.5399, -1.3359, -2.2907], [2.2796, 2.2163, 0.3217], [3.2194, 3.1858, -0.5850], [2.6892, 2.3337, -0.5327], [0.2807, 0.9720, 1.6096], [-1.1517, 1.6021, 1.3519], [-0.3340, 1.3084, 0.9564], [-1.9616, 1.6842, -0.9918], [-3.4074, 0.9597, -0.9034], [-2.4485, 0.8920, -0.7423], [-0.2464, 3.8849, -1.8283], [-0.6757, 3.6351, -0.4891], [-1.1206, 3.9003, -1.2990], [1.3876, -1.2788, 3.4794], [0.8432, -0.1935, 4.4451], [0.7633, -0.5486, 3.5558]],
  "forces_ev_per_a": [[2.174, -0.650, -0.275], [-0.264, -0.521, 0.715], [-1.165, -1.113, -0.196], [-0.503, 0.756, -0.173], [-1.052, 0.716, -0.242], [-0.290, -0.537, 1.034], [0.020, -1.029, 0.242], [0.467, 0.878, -0.622], [0.577, 0.701, 0.000], [-0.005, 0.708, -0.249], [-0.291, 0.184, -0.220], [0.211, -0.083, -0.089], [-0.142, -0.171, 0.107], [0.109, 0.219, -0.082], [0.128, 0.525, 0.366], [-1.181, -1.674, 0.632], [0.997, 1.188, -1.046], [-0.169, 0.109, 0.721], [-0.120, 0.006, 0.616], [0.469, -0.048, -0.992], [-0.383, 0.488, -0.338], [0.827, 0.412, -0.136], [-0.434, -0.807, 0.338], [-2.264, 0.277, 0.360], [-0.444, 0.021, 0.880], [2.760, -0.587, -1.126], [0.037, 0.146, 0.293], [0.094, -0.097, 0.094], [-0.163, -0.018, -0.611]],
  "lowdin_charge": [-0.054, -0.062, -0.023, 0.087, 0.110, 0.116, 0.112, 0.147, 0.109, 0.104, 0.096, 0.048, 0.061, -0.055, 0.002, 0.081, -0.083, 0.027, 0.056, -0.038, 0.034, 0.094, -0.045, 0.097, 0.006, -0.077, 0.047, 0.052, -0.050]
}

Entry 2:
{
  "formula": "C2H21O9",
  "method": "ωB97M-V/def2-TZVPD",
  "charge": -1,
  "de_lowest_kcal_mol": 155.5,
  "energy_ha": -765.7799,
  "homo_lumo_gap_ev": 7.31,
  "elements": ["O", "H", "H", "H", "C", "O", "H", "H", "H", "C", "O", "H", "H", "H", "O", "H", "H", "O", "H", "H", "O", "H", "H", "O", "H", "H", "O", "H", "H", "O", "H", "H"],
  "xyz": [[-12.6318, -55.7235, 19.8667], [-11.6070, -55.8232, 19.7721], [-13.0250, -56.1684, 19.1773], [-12.8729, -54.7926, 19.7380], [-9.6688, -54.9283, 20.1090], [-9.9686, -56.1193, 19.4321], [-8.9934, -54.9809, 20.7801], [-10.6787, -54.5178, 20.4298], [-9.2820, -54.1977, 19.6025], [-12.4643, -53.2487, 18.3649], [-13.5577, -53.3280, 19.3039], [-12.4661, -52.3389, 18.1332], [-12.4694, -53.9158, 17.5707], [-11.6554, -53.4248, 18.7097], [-15.4710, -52.5231, 20.9942], [-14.7144, -52.7251, 20.4368], [-16.2957, -52.8027, 20.6691], [-15.9048, -54.4457, 18.1420], [-15.1625, -54.1336, 18.7564], [-16.7512, -54.6853, 18.6268], [-15.2690, -50.6474, 18.0315], [-15.9588, -51.2251, 17.7151], [-14.5632, -51.2721, 17.9883], [-10.3883, -53.6990, 15.9434], [-10.7703, -53.5898, 16.7683], [-9.9136, -54.5079, 16.2252], [-12.0597, -51.6245, 20.9780], [-12.5824, -52.0378, 20.2910], [-12.6330, -51.0193, 21.3613], [-13.5301, -51.4272, 14.9981], [-13.5235, -51.8086, 14.2037], [-13.1734, -52.0807, 15.6303]],
  "forces_ev_per_a": [[1.685, -0.131, 2.830], [2.114, -1.160, -0.663], [-1.408, -1.951, -2.659], [-1.478, 2.910, 0.106], [-7.825, -3.243, -2.099], [-1.381, 0.314, -0.004], [4.228, -1.169, 5.958], [1.372, 0.485, 0.956], [2.020, 4.490, -4.318], [-10.239, -2.850, -0.407], [0.933, -1.861, -0.318], [0.341, 7.562, -3.089], [-1.141, -1.302, -2.157], [10.446, -2.176, 5.465], [0.827, 1.047, 2.147], [0.073, -0.374, -0.883], [-1.007, -0.592, -1.111], [-0.820, -0.279, 1.017], [-0.897, -0.123, -0.540], [2.064, 0.611, -0.550], [-0.542, 0.510, -0.108], [-0.796, -0.030, -0.130], [1.303, -0.542, 0.336], [1.665, -1.546, -1.598], [-1.696, 1.260, 2.517], [0.198, 0.220, -0.939], [2.133, -1.052, -0.588], [-0.583, -0.719, -0.337], [-1.634, 1.739, 1.178], [0.159, 1.971, 5.422], [0.121, -2.480, -4.878], [-0.232, 0.461, -0.554]],
  "lowdin_charge": [0.235, 0.082, 0.100, 0.050, -0.319, -0.401, -0.004, 0.077, 0.001, -0.197, -0.389, 0.025, 0.080, -0.034, -0.057, -0.035, -0.014, -0.141, 0.009, 0.049, -0.038, 0.025, -0.011, -0.034, -0.054, 0.063, -0.030, -0.022, -0.009, -0.003, -0.048, 0.044]
}

What did the first record say?
{
  "formula": "C2H20NO6",
  "method": "ωB97M-V/def2-TZVPD",
  "charge": 1,
  "de_lowest_kcal_mol": 17.7,
  "energy_ha": -594.1376,
  "homo_lumo_gap_ev": 11.39,
  "elements": ["C", "N", "C", "H", "H", "H", "H", "H", "H", "H", "H", "H", "H", "O", "H", "H", "O", "H", "H", "O", "H", "H", "O", "H", "H", "O", "H", "H", "O"],
  "xyz": [[0.2410, -1.4937, -0.7173], [-0.9568, -1.3341, 0.1325], [-1.7938, -2.5618, 0.1818], [1.1456, -1.1817, -0.1794], [0.5391, -2.5649, -0.8491], [0.1968, -0.9608, -1.6963], [-1.4548, -0.4242, -0.1383], [-0.7241, -1.2784, 1.1343], [-1.5270, -3.2729, 0.9778], [-1.7569, -3.1884, -0.7122], [-2.8152, -2.2940, 0.4124], [3.1294, -2.0234, -1.9740], [3.1195, -0.6392, -2.6298], [2.5399, -1.3359, -2.2907], [2.2796, 2.2163, 0.3217], [3.2194, 3.1858, -0.5850], [2.6892, 2.3337, -0.5327], [0.2807, 0.9720, 1.6096], [-1.1517, 1.6021, 1.3519], [-0.3340, 1.3084, 0.9564], [-1.9616, 1.6842, -0.9918], [-3.4074, 0.9597, -0.9034], [-2.4485, 0.8920, -0.7423], [-0.2464, 3.8849, -1.8283], [-0.6757, 3.6351, -0.4891], [-1.1206, 3.9003, -1.2990], [1.3876, -1.2788, 3.4794], [0.8432, -0.1935, 4.4451], [0.7633, -0.5486, 3.5558]],
  "forces_ev_per_a": [[2.174, -0.650, -0.275], [-0.264, -0.521, 0.715], [-1.165, -1.113, -0.196], [-0.503, 0.756, -0.173], [-1.052, 0.716, -0.242], [-0.290, -0.537, 1.034], [0.020, -1.029, 0.242], [0.467, 0.878, -0.622], [0.577, 0.701, 0.000], [-0.005, 0.708, -0.249], [-0.291, 0.184, -0.220], [0.211, -0.083, -0.089], [-0.142, -0.171, 0.107], [0.109, 0.219, -0.082], [0.128, 0.525, 0.366], [-1.181, -1.674, 0.632], [0.997, 1.188, -1.046], [-0.169, 0.109, 0.721], [-0.120, 0.006, 0.616], [0.469, -0.048, -0.992], [-0.383, 0.488, -0.338], [0.827, 0.412, -0.136], [-0.434, -0.807, 0.338], [-2.264, 0.277, 0.360], [-0.444, 0.021, 0.880], [2.760, -0.587, -1.126], [0.037, 0.146, 0.293], [0.094, -0.097, 0.094], [-0.163, -0.018, -0.611]],
  "lowdin_charge": [-0.054, -0.062, -0.023, 0.087, 0.110, 0.116, 0.112, 0.147, 0.109, 0.104, 0.096, 0.048, 0.061, -0.055, 0.002, 0.081, -0.083, 0.027, 0.056, -0.038, 0.034, 0.094, -0.045, 0.097, 0.006, -0.077, 0.047, 0.052, -0.050]
}

Question: What is the formula in the first record?
Answer: C2H20NO6